Formula: C6H18FO3S3Y
Source: the Open Molecules 2025 dataset
Level of theory: the ωB97M-V functional and the def2-TZVPD basis

Calculated values
Orbital gap ... 10.7 eV
LUMO ... -5.95 eV

The geometry in ORCA input format:
```
! RIJCOSX wB97M-V def2-TZVPD def2/J DEFGRID3
* xyz 2 1
Y 0.049 0.203 0.586
F -0.494 -1.064 1.982
C 0.776 0.480 -3.946
S 0.109 -0.722 -2.795
O -0.574 -0.099 -1.579
C -1.336 -0.953 -3.781
H 0.100 1.260 -3.879
H 0.635 0.063 -4.903
H 1.818 0.569 -3.472
H -1.779 0.011 -4.250
H -2.066 -1.374 -3.103
H -1.004 -1.529 -4.615
C 2.744 -1.284 2.905
S 2.647 -1.608 1.146
O 2.276 -0.138 0.601
C 4.352 -1.715 0.718
H 2.812 -0.219 2.984
H 3.670 -1.710 3.328
H 1.888 -1.662 3.393
H 4.338 -1.646 -0.386
H 4.866 -2.516 1.208
H 4.837 -0.754 0.974
C -3.618 2.397 0.532
S -2.440 2.181 1.861
O -1.182 1.772 1.015
C -2.920 0.857 2.937
H -4.487 2.739 0.999
H -3.713 1.461 0.040
H -3.194 3.243 -0.026
H -2.179 0.780 3.772
H -3.041 -0.071 2.367
H -3.890 1.049 3.386
*
```

These are the Löwdin partial charges, in e, on atoms 1 to 6: 1.543 -0.462 -0.202 0.940 -0.660 -0.244

=====

Formula: C6H18INSi2
Source: the Open Molecules 2025 dataset
Level of theory: the ωB97M-V functional and the def2-TZVPD basis

Calculated values
Orbital gap (alpha / beta) ... 5.7 / 6.1 eV
LUMO (alpha / beta) ... 0.42 / -1.70 eV
ΔE to the lowest compared entry with this formula, charge and spin ... 0.0 kJ/mol

The geometry in ORCA input format:
```
! RIJCOSX wB97M-V def2-TZVPD def2/J DEFGRID3
* xyz 0 3
C 0.832 -1.586 1.301
C -1.217 -3.880 -0.271
C 0.558 -2.062 -1.924
C 1.570 1.718 1.193
C -1.162 3.345 1.181
C 0.192 2.138 -1.400
N -0.801 0.454 0.932
Si 0.065 -2.452 -0.198
Si -0.145 1.949 0.441
I -2.357 -0.242 -0.182
H 1.584 -0.801 1.225
H -0.210 -0.497 1.284
H 0.734 -1.948 2.314
H -0.714 -4.904 -0.217
H -1.922 -3.850 0.491
H -1.772 -3.898 -1.270
H 0.761 -1.001 -2.082
H 1.363 -2.728 -2.176
H -0.154 -2.157 -2.686
H 1.568 1.033 1.934
H 2.127 1.349 0.334
H 2.128 2.630 1.396
H -1.737 3.887 0.351
H -1.943 3.211 2.004
H -0.395 4.148 1.564
H 0.829 1.285 -1.684
H -0.544 1.806 -2.122
H 0.762 3.050 -1.731
*
```

These are the Löwdin partial charges, in e, on atoms 1 to 6: -0.247 -0.237 -0.223 -0.169 -0.205 -0.199

=====

Formula: C6H18InO6
Source: the Open Molecules 2025 dataset
Level of theory: the ωB97M-V functional and the def2-TZVPD basis

Calculated values
Orbital gap ... 6.2 eV
LUMO ... -15.32 eV
ΔE to the lowest compared entry with this formula, charge and spin ... 2.2 kJ/mol

The geometry in ORCA input format:
```
! RIJCOSX wB97M-V def2-TZVPD def2/J DEFGRID3
* xyz 3 1
In 0.902 0.655 -0.217
C 1.874 -0.816 2.579
C 2.743 0.382 2.726
O 2.563 1.163 1.481
O 0.577 -0.259 2.445
H 1.934 -1.445 3.470
H 2.226 -1.452 1.761
H 3.796 0.111 2.818
H 2.432 1.003 3.566
H 3.026 2.013 1.491
H -0.084 -0.912 2.707
C -2.635 1.150 -1.141
C -1.952 2.497 -1.165
O -0.490 2.280 -1.270
O -1.931 0.383 -0.215
H -2.558 0.648 -2.109
H -3.702 1.214 -0.932
H -2.311 3.156 -0.371
H -2.210 3.093 -2.050
H -0.008 3.121 -1.299
H -2.486 -0.112 0.396
C 0.229 -1.690 -2.175
C -0.528 -2.422 -1.095
O -0.088 -1.968 0.156
O 0.171 -0.256 -1.888
H -0.203 -1.936 -3.149
H 1.268 -2.027 -2.232
H -0.507 -3.507 -1.217
H -1.594 -2.190 -1.185
H -0.793 -2.180 0.778
H 0.340 0.301 -2.665
*
```

These are the Löwdin partial charges, in e, on atoms 1 to 6: 1.612 -0.212 -0.097 -0.078 -0.057 0.168